# 1
Formula: C3H10N2O
Source: the Open Molecules 2025 dataset
Level of theory: ωB97M-V with the def2-TZVPD basis set

Each line ends with the natural charge from an NBO analysis.
Cartesian coordinates (Å):
C (0.030, 1.995, -1.456)  -0.072
O (-0.442, 3.341, -1.801)  -0.734
C (-0.580, 1.000, -2.412)  -0.645
H (1.102, 2.066, -1.620)  0.175
H (-0.180, 1.953, -0.391)  0.171
H (-0.758, 1.468, -3.375)  0.228
H (0.087, 0.145, -2.537)  0.213
H (-1.498, 0.532, -2.057)  0.207
N (-0.364, -2.275, 2.900)  -0.813
C (0.664, -2.003, 2.065)  0.260
N (0.953, -2.607, 0.962)  -0.709
H (-0.477, -1.698, 3.695)  0.391
H (-1.034, -2.992, 2.705)  0.400
H (1.461, -1.423, 2.538)  0.141
H (-1.236, 3.477, -1.267)  0.457
H (1.807, -2.109, 0.711)  0.331

Max |F| in eV/A: 2.148
Orbital gap in eV: 10.2
2S+1: 1
SMILES: [H]/N=C/N.CCO
HOMO in eV: -9.40

# 2
Formula: C3H10N2O
Source: the Open Molecules 2025 dataset
Level of theory: ωB97M-V with the def2-TZVPD basis set

Each line ends with the natural charge from an NBO analysis.
Cartesian coordinates (Å):
C (0.096, -1.234, 0.009)  -0.273
C (1.348, -1.214, 0.814)  -0.269
C (1.282, 1.164, 0.520)  -0.439
N (-1.682, 0.517, -1.535)  -0.606
N (1.406, -0.118, -0.138)  -0.404
O (-2.396, 0.952, -0.379)  -0.613
H (-3.300, 0.609, -0.296)  0.471
H (-2.071, -0.285, -2.028)  0.367
H (-0.699, 0.829, -1.464)  0.392
H (-0.112, -2.139, -0.549)  0.209
H (-0.775, -0.751, 0.426)  0.209
H (2.024, -2.051, 0.648)  0.194
H (1.207, -0.980, 1.873)  0.181
H (2.108, 1.851, 0.316)  0.211
H (1.180, 1.151, 1.618)  0.177
H (0.383, 1.700, 0.167)  0.193

Max |F| in eV/A: 3.043
Orbital gap in eV: 9.0
2S+1: 1
SMILES: CN1CC1.NO
HOMO in eV: -8.13

# 3
Formula: C3H10N2O
Source: the Open Molecules 2025 dataset
Level of theory: ωB97M-V with the def2-TZVPD basis set

Each line ends with the natural charge from an NBO analysis.
Cartesian coordinates (Å):
C (-1.100, -0.844, 0.400)  0.079
C (0.420, 0.499, -1.008)  -0.217
C (0.216, 1.857, -0.334)  -0.637
N (0.241, -0.664, -0.152)  -0.318
N (1.286, -0.750, 0.806)  -0.669
O (-1.283, -2.225, 0.510)  -0.723
H (-0.819, -2.554, -0.318)  0.474
H (1.348, -1.718, 1.105)  0.361
H (1.075, -0.188, 1.635)  0.324
H (-1.219, -0.426, 1.411)  0.152
H (-1.829, -0.404, -0.299)  0.154
H (1.438, 0.436, -1.395)  0.209
H (-0.276, 0.388, -1.843)  0.190
H (-0.801, 1.957, 0.040)  0.199
H (0.908, 1.982, 0.494)  0.206
H (0.394, 2.653, -1.052)  0.217

Max |F| in eV/A: 1.726
Orbital gap in eV: 10.1
2S+1: 1
SMILES: CCN(N)CO
HOMO in eV: -9.12

# 4
Formula: C3H10N2O
Source: the Open Molecules 2025 dataset
Level of theory: ωB97M-V with the def2-TZVPD basis set

Each line ends with the natural charge from an NBO analysis.
Cartesian coordinates (Å):
C (-1.685, 0.505, -0.914)  -0.695
C (1.530, -1.093, -1.060)  -0.260
C (-1.560, 0.077, 0.537)  -0.292
N (1.269, 0.866, 1.767)  -0.626
N (0.830, 0.400, 0.615)  0.011
O (1.159, -0.967, 0.311)  -0.426
H (-0.721, 0.953, -1.094)  0.232
H (-1.923, -0.384, -1.544)  0.210
H (-2.399, 1.286, -0.873)  0.208
H (0.655, -0.979, -1.736)  0.171
H (1.905, -2.144, -1.139)  0.200
H (2.173, -0.306, -1.457)  0.189
H (-2.084, 0.697, 1.229)  0.159
H (-1.453, -0.981, 0.739)  0.174
H (1.543, 0.361, 2.622)  0.367
H (0.760, 1.709, 1.996)  0.379

Max |F| in eV/A: 3.284
Orbital gap (spin up / spin down) in eV: 8.3 / 8.4
2S+1: 1
HOMO (spin up / spin down) in eV: -7.21 / -7.26

# 5
Formula: C3H10N2O
Source: the Open Molecules 2025 dataset
Level of theory: ωB97M-V with the def2-TZVPD basis set

Each line ends with the natural charge from an NBO analysis.
Cartesian coordinates (Å):
C (-1.975, -1.055, -0.398)  -0.619
C (-0.485, -1.344, -0.310)  -0.252
N (2.358, -0.320, 0.082)  -0.841
C (1.168, 0.002, 0.782)  0.314
N (0.110, -0.676, 0.857)  -0.501
H (-2.354, -0.810, 0.596)  0.220
H (-2.125, -0.164, -1.004)  0.217
H (-2.541, -1.918, -0.726)  0.209
H (-0.211, -2.405, -0.291)  0.185
H (0.022, -0.958, -1.198)  0.181
H (2.281, -1.276, -0.257)  0.361
H (3.123, -0.408, 0.744)  0.376
H (1.367, 0.809, 1.495)  0.148
H (-1.120, 2.548, 0.183)  0.471
H (-1.016, 3.730, -0.754)  0.467
O (-0.878, 2.777, -0.720)  -0.937

Max |F| in eV/A: 2.596
Orbital gap in eV: 9.4
2S+1: 1
SMILES: CC/N=C\N.O
HOMO in eV: -8.58

# 6
Formula: C3H10N2O
Source: the Open Molecules 2025 dataset
Level of theory: ωB97M-V with the def2-TZVPD basis set

Each line ends with the natural charge from an NBO analysis.
Cartesian coordinates (Å):
N (-3.153, 0.282, 0.314)  -0.986
C (0.846, 1.123, 0.349)  -0.214
C (-0.048, 0.011, -0.253)  -0.029
O (-1.191, 0.700, -0.883)  -0.555
C (2.210, 0.990, 0.417)  -0.347
N (1.496, -2.039, -0.489)  -0.911
H (-3.884, 0.014, -0.335)  0.341
H (-3.566, 0.795, 1.070)  0.334
H (0.370, 2.140, 0.590)  0.237
H (-0.425, -0.608, 0.597)  0.236
H (0.726, -0.820, -0.642)  0.321
H (-2.084, 0.733, -0.294)  0.427
H (2.626, 0.036, 0.200)  0.222
H (2.857, 1.844, 0.748)  0.209
H (1.799, -2.296, -1.406)  0.346
H (1.418, -2.907, 0.017)  0.369

Max |F| in eV/A: 9.278
Orbital gap in eV: 4.6
2S+1: 1
HOMO in eV: -8.28

# 7
Formula: C3H10N2O
Source: the Open Molecules 2025 dataset
Level of theory: ωB97M-V with the def2-TZVPD basis set

Each line ends with the natural charge from an NBO analysis.
Cartesian coordinates (Å):
O (0.350, -1.021, -2.540)  -0.522
C (1.219, -0.753, -1.758)  0.446
C (2.257, -1.715, -1.252)  -0.725
H (1.299, 0.263, -1.317)  0.094
H (3.213, -1.308, -1.605)  0.234
H (2.334, -1.667, -0.168)  0.238
H (2.102, -2.680, -1.721)  0.235
N (-2.474, 0.747, 0.761)  -0.850
C (-1.055, 0.632, 1.115)  -0.059
N (-0.608, 1.713, 1.992)  -0.826
H (-2.548, 1.246, -0.122)  0.352
H (-2.837, -0.179, 0.552)  0.357
H (-0.410, 0.652, 0.231)  0.153
H (-0.874, -0.299, 1.642)  0.173
H (-1.313, 1.791, 2.727)  0.356
H (-0.654, 2.577, 1.462)  0.345

Max |F| in eV/A: 1.111
Orbital gap in eV: 10.5
2S+1: 1
SMILES: CC=O.NCN
HOMO in eV: -9.53

# 8
Formula: C3H10N2O
Source: the Open Molecules 2025 dataset
Level of theory: ωB97M-V with the def2-TZVPD basis set

Each line ends with the natural charge from an NBO analysis.
Cartesian coordinates (Å):
C (-1.794, -0.214, -1.324)  0.527
N (-2.536, 0.032, -0.209)  -0.829
O (-1.107, 0.587, -1.901)  -0.595
H (-1.911, -1.255, -1.663)  0.098
H (-2.498, 0.945, 0.215)  0.405
H (-2.938, -0.768, 0.243)  0.395
C (1.807, 1.021, 1.539)  -0.609
C (1.232, -0.057, 0.635)  -0.222
N (1.980, -1.309, 0.789)  -0.839
H (2.843, 1.231, 1.302)  0.201
H (1.232, 1.941, 1.470)  0.203
H (1.769, 0.673, 2.571)  0.206
H (0.189, -0.216, 0.909)  0.173
H (1.206, 0.282, -0.400)  0.181
H (1.399, -2.097, 0.539)  0.351
H (2.749, -1.323, 0.128)  0.351

Max |F| in eV/A: 0.641
Orbital gap in eV: 10.0
2S+1: 1
SMILES: NC=O.CCN
HOMO in eV: -9.24

# 9
Formula: C3H10N2O
Source: the Open Molecules 2025 dataset
Level of theory: ωB97M-V with the def2-TZVPD basis set

Each line ends with the natural charge from an NBO analysis.
Cartesian coordinates (Å):
C (1.032, -0.051, -1.839)  -0.645
C (-0.382, -0.411, -1.588)  -0.254
N (-0.993, 0.451, -0.500)  -0.316
H (1.654, -0.378, -0.977)  0.243
H (1.362, -0.547, -2.777)  0.272
H (1.141, 0.981, -2.107)  0.233
H (-1.042, -0.286, -2.466)  0.283
H (-0.466, -1.446, -1.223)  0.248
H (-1.058, 1.415, -0.864)  0.392
H (-1.830, 0.398, 0.069)  0.446
C (-0.377, -0.374, 2.709)  0.530
N (0.519, 0.510, 2.136)  -0.818
O (-1.555, -0.487, 2.460)  -0.564
H (0.133, -1.139, 3.368)  0.153
H (0.362, 0.978, 1.200)  0.382
H (1.500, 0.385, 2.399)  0.415

Max |F| in eV/A: 3.223
Net charge: +1
Orbital gap (spin up / spin down) in eV: 11.0 / 5.2
2S+1: 2
HOMO (spin up / spin down) in eV: -14.41 / -14.12

# 10
Formula: C3H10N2O
Source: the Open Molecules 2025 dataset
Level of theory: ωB97M-V with the def2-TZVPD basis set

Each line ends with the natural charge from an NBO analysis.
Cartesian coordinates (Å):
C (1.819, -2.180, 2.390)  -0.471
C (2.425, -0.839, 0.626)  -0.034
N (1.429, -1.294, 1.263)  -0.257
H (2.480, -2.965, 1.973)  0.217
H (2.261, -1.645, 3.257)  0.230
H (0.884, -2.694, 2.627)  0.226
H (3.478, -0.939, 0.870)  0.191
H (2.231, -0.420, -0.350)  0.189
H (-4.600, 3.156, 2.871)  0.425
N (-4.340, 3.080, 1.891)  -0.564
C (0.174, 0.011, -3.276)  0.290
O (-0.706, 0.755, -3.554)  -0.473
H (-3.468, 3.629, 1.806)  0.405
H (-4.586, 2.456, 1.129)  0.436
H (0.848, -0.439, -4.103)  0.088
H (0.409, -0.602, -2.395)  0.102

Max |F| in eV/A: 3.964
Net charge: +1
Orbital gap (spin up / spin down) in eV: 9.0 / 1.9
2S+1: 2
HOMO (spin up / spin down) in eV: -12.36 / -11.98

# 11
Formula: C3H10N2O2
Source: the Open Molecules 2025 dataset
Level of theory: ωB97M-V with the def2-TZVPD basis set

Each line ends with the natural charge from an NBO analysis.
Cartesian coordinates (Å):
C (-0.390, -0.073, 0.411)  0.395
C (-0.259, 0.767, -0.796)  0.261
C (-1.258, -1.305, 0.285)  -0.645
N (-0.559, 0.611, 1.650)  -0.796
N (1.187, 0.238, -1.783)  -0.925
O (1.267, -0.671, 0.467)  -0.891
O (-0.002, 2.112, -0.620)  -0.664
H (1.524, -1.579, 0.210)  0.463
H (0.427, 2.213, 0.244)  0.463
H (-1.012, 0.630, -1.563)  0.205
H (-0.315, 0.003, 2.426)  0.390
H (0.111, 1.368, 1.756)  0.354
H (1.834, 1.030, -1.803)  0.342
H (1.899, -0.476, -1.631)  0.358
H (-2.320, -1.035, 0.310)  0.229
H (-1.064, -2.013, 1.094)  0.228
H (-1.067, -1.822, -0.657)  0.234

Max |F| in eV/A: 5.137
Orbital gap in eV: 8.7
2S+1: 1
SMILES: C[C@@](N)(O)[C@H](N)O
HOMO in eV: -8.04

# 12
Formula: C3H10N2O2
Source: the Open Molecules 2025 dataset
Level of theory: ωB97M-V with the def2-TZVPD basis set

Each line ends with the natural charge from an NBO analysis.
Cartesian coordinates (Å):
C (1.108, -0.528, -1.685)  -0.415
N (0.409, 0.126, -0.568)  -0.657
C (-1.039, 0.123, -0.715)  -0.326
C (-1.833, 0.559, 0.521)  0.667
N (-1.151, 0.410, 1.699)  -0.847
O (-2.951, 1.005, 0.428)  -0.599
H (1.162, -1.596, -1.483)  0.201
H (0.623, -0.333, -2.646)  0.180
H (2.121, -0.130, -1.724)  0.207
H (0.722, 1.077, -0.443)  0.368
H (-1.325, 0.852, -1.486)  0.202
H (-1.430, -0.838, -1.052)  0.223
H (-0.399, -0.259, 1.772)  0.417
H (-1.423, 0.879, 2.546)  0.402
H (1.423, -0.587, 0.921)  0.487
H (2.162, 0.037, 2.127)  0.465
O (1.821, -0.797, 1.789)  -0.974

Max |F| in eV/A: 1.066
Orbital gap in eV: 10.4
2S+1: 1
SMILES: CNCC(N)=O.O
HOMO in eV: -9.70

# 13
Formula: C3H10N2O2
Source: the Open Molecules 2025 dataset
Level of theory: ωB97M-V with the def2-TZVPD basis set

Each line ends with the natural charge from an NBO analysis.
Cartesian coordinates (Å):
C (0.835, -0.156, -0.219)  0.104
C (-0.425, -0.443, 0.466)  0.168
C (1.720, 0.048, 1.310)  -0.651
N (-1.370, -0.807, -1.190)  -0.482
N (-1.208, 0.542, 1.031)  -0.850
O (-0.954, -0.040, -2.396)  -0.686
O (0.952, 1.023, -0.917)  -0.731
H (-1.331, -0.535, -3.140)  0.484
H (0.181, 1.026, -1.551)  0.513
H (-2.245, -0.304, -0.998)  0.297
H (1.333, -1.013, -0.667)  0.191
H (-0.445, -1.393, 0.997)  0.211
H (-2.045, 0.212, 1.488)  0.398
H (-0.841, 1.485, 1.092)  0.412
H (2.697, 0.308, 0.902)  0.217
H (1.369, 0.907, 1.881)  0.202
H (1.776, -0.859, 1.911)  0.203

Max |F| in eV/A: 6.029
Orbital gap in eV: 8.9
2S+1: 1
HOMO in eV: -7.98

# 14
Formula: C3H10N2O2
Source: the Open Molecules 2025 dataset
Level of theory: ωB97M-V with the def2-TZVPD basis set

Each line ends with the natural charge from an NBO analysis.
Cartesian coordinates (Å):
C (0.026, -0.638, -0.158)  0.673
C (0.374, 0.756, -0.175)  -0.118
C (-1.354, -1.140, -0.390)  -0.703
N (-0.528, 1.577, -0.937)  -0.826
N (1.770, 1.107, -0.262)  -0.836
O (1.024, -1.510, -0.076)  -0.627
O (-0.282, -0.035, 2.078)  -1.160
H (0.686, -2.397, 0.114)  0.495
H (-0.371, -0.380, 2.978)  0.463
H (0.026, 0.825, 1.076)  0.444
H (-0.449, 2.543, -0.644)  0.374
H (-0.323, 1.545, -1.930)  0.349
H (2.214, 0.995, 0.643)  0.377
H (2.284, 0.538, -0.928)  0.354
H (-2.075, -0.405, -0.048)  0.283
H (-1.504, -1.292, -1.466)  0.237
H (-1.520, -2.088, 0.125)  0.220

Max |F| in eV/A: 0.859
Orbital gap in eV: 9.2
2S+1: 1
HOMO in eV: -8.86

# 15
Formula: C3H10N2O2
Source: the Open Molecules 2025 dataset
Level of theory: ωB97M-V with the def2-TZVPD basis set

Each line ends with the natural charge from an NBO analysis.
Cartesian coordinates (Å):
N (1.978, -0.227, -0.790)  -0.881
C (0.767, -0.199, 0.010)  -0.151
C (-0.016, -1.487, -0.198)  -0.624
C (-0.139, 1.032, -0.307)  0.677
N (0.188, 1.770, -1.385)  -0.812
O (-1.125, 1.209, 0.391)  -0.664
H (1.982, -0.923, -1.510)  0.385
H (2.815, -0.005, -0.283)  0.387
H (0.860, -0.042, 1.082)  0.220
H (-0.410, -1.668, -1.200)  0.212
H (-0.930, -1.542, 0.404)  0.239
H (0.585, -2.319, 0.165)  0.215
H (-0.178, 2.700, -1.384)  0.398
H (1.070, 1.603, -1.824)  0.413
H (-2.055, 0.056, 1.590)  0.497
H (-2.723, 0.301, 2.995)  0.467
O (-2.669, -0.259, 2.244)  -0.977

Max |F| in eV/A: 2.099
Orbital gap in eV: 10.1
2S+1: 1
SMILES: C[C@@H](N)C(N)=O.O
HOMO in eV: -9.30

# 16
Formula: C3H10N2O2
Source: the Open Molecules 2025 dataset
Level of theory: ωB97M-V with the def2-TZVPD basis set

Each line ends with the natural charge from an NBO analysis.
Cartesian coordinates (Å):
C (1.390, -0.225, -0.757)  0.410
C (-0.444, 0.265, -0.969)  -0.359
C (-1.986, 0.311, 0.823)  -0.437
N (-0.932, 0.972, 0.077)  -0.148
N (1.558, -0.852, 0.437)  -0.840
O (0.289, 0.974, 1.650)  -0.885
O (1.696, -0.878, -1.918)  -0.680
H (0.506, 1.904, 1.525)  0.461
H (1.678, -1.834, -1.780)  0.477
H (1.789, 0.784, -0.769)  0.185
H (1.204, -1.799, 0.495)  0.359
H (1.196, -0.185, 1.197)  0.459
H (-0.283, 0.858, -1.867)  0.219
H (-0.852, -0.737, -1.149)  0.167
H (-2.163, 0.842, 1.753)  0.225
H (-2.889, 0.338, 0.202)  0.209
H (-1.757, -0.740, 1.049)  0.178

Max |F| in eV/A: 1.254
Orbital gap in eV: 8.1
2S+1: 1
HOMO in eV: -8.38